[1]
The following is a DFT calculation (ωB97M-V/def2-TZVPD) of a gas-phase ion, CN5O (charge -1).

Summary:
Charge: -1
LUMO energy (Eh): 0.1369
SMILES string: [O-]N=C1N=NN=N1
Kohn-Sham gap (eV): 8.61

Geometry as XYZ:
```
7
CN5O ωB97M-V/def2-TZVPD
O 2.523 -0.074 0.489
N 1.673 -0.925 0.494
C 0.095 -0.209 0.080
N -0.107 1.117 -0.158
N -1.366 1.105 -0.400
N -1.852 -0.073 -0.416
N -0.965 -0.942 -0.089
```

[2]
The following is a DFT calculation (ωB97M-V/def2-TZVPD) of 2 unconnected molecules or ions with the total composition CN5O.

Summary:
Charge: -1
LUMO energy (spin up / spin down) (Eh): 0.1249 / 0.1113
Kohn-Sham gap (spin up / spin down) (eV): 7.81 / 7.60

Geometry as XYZ:
```
7
CN5O ωB97M-V/def2-TZVPD
C -0.182 0.131 0.032
N 1.051 -0.359 0.438
N -0.560 1.232 0.572
N 1.313 0.543 1.319
N 0.486 1.558 1.371
N -1.296 -1.023 -1.735
O -0.812 -2.082 -1.998
```

[3]
The following is a DFT calculation (ωB97M-V/def2-TZVPD) of 2 unconnected molecules or ions with the total composition CNO4S.

Summary:
Charge: -1
LUMO energy (Eh): 0.1285
Kohn-Sham gap (eV): 8.29

Geometry as XYZ:
```
7
CNO4S ωB97M-V/def2-TZVPD
C 1.704 0.464 0.148
N -1.154 -0.346 -0.107
O 1.596 1.562 0.487
O -1.443 0.611 -0.743
O 0.041 -0.451 0.497
O -1.900 -1.338 0.035
S 2.352 -0.842 -0.459
```

[4]
The following is a DFT calculation (ωB97M-V/def2-TZVPD) of a molecular structure, CNO4S2Zn.

Summary:
Charge: +1
LUMO energy (spin up / spin down) (Eh): -0.2422 / -0.2422
Kohn-Sham gap (spin up / spin down) (eV): 7.42 / 7.42

Geometry as XYZ:
```
9
CNO4S2Zn ωB97M-V/def2-TZVPD
Zn -1.092 0.764 1.068
N -0.566 -1.681 -1.271
S -1.873 -0.886 -1.482
O -2.100 0.238 -0.466
S 0.659 -1.716 -0.259
O 0.493 -0.447 0.759
O 0.547 1.814 0.904
C 1.424 0.997 0.607
O 2.507 0.917 0.141
```

[5]
The following is a DFT calculation (ωB97M-V/def2-TZVPD) of 2 unconnected molecules or ions with the total composition CO4P.

Summary:
Charge: -1
LUMO energy (spin up / spin down) (Eh): 0.1466 / 0.1446
Kohn-Sham gap (spin up / spin down) (eV): 7.78 / 8.05

Geometry as XYZ:
```
6
CO4P ωB97M-V/def2-TZVPD
C -0.776 -0.370 0.118
O -0.125 -0.404 -1.049
O -1.940 -0.522 0.312
O 2.400 1.846 -0.277
O 0.185 -0.190 1.035
P 1.395 -0.308 -0.198
```

[6]
The following is a DFT calculation (ωB97M-V/def2-TZVPD) of 2 unconnected molecules or ions with the total composition CO4S3.

Summary:
Charge: -2
LUMO energy (spin up / spin down) (Eh): 0.1740 / 0.1990
Kohn-Sham gap (spin up / spin down) (eV): 6.33 / 6.71

Geometry as XYZ:
```
8
CO4S3 ωB97M-V/def2-TZVPD
C 2.414 0.028 0.060
O -3.168 0.802 1.145
O 2.258 0.973 -0.600
O -2.714 0.804 -1.264
O 2.072 -0.904 0.669
S 4.582 -0.141 -0.013
S -3.037 -1.808 -0.049
S -2.407 0.246 0.053
```

Number 1: molecular weight 98.0 g mol⁻¹. Number 2: molecular weight 98.0 g mol⁻¹. Number 3: molecular weight 122.1 g mol⁻¹. Number 4: molecular weight 219.5 g mol⁻¹. Number 5: molecular weight 107.0 g mol⁻¹. Number 6: molecular weight 172.2 g mol⁻¹.